(1)
8 unconnected molecules or ions with the total composition C32H74O20P2 at a distorted geometry. Source: the OMol25 dataset; level of theory: ωB97M-V with the def2-TZVPD basis set.

## Properties
HOMO (hartree): -0.2920
Spin multiplicity: 1
Orbital gap (eV): 8.210
E_tot (eV): -93905.202

```
128
C32H74O20P2, DFT ωB97M-V with the def2-TZVPD basis set
P 4.336 24.578 -5.322
P 14.006 26.175 -1.785
O 13.563 25.475 -0.399
O 7.700 19.037 -0.145
O 0.406 33.863 -3.831
O 2.985 25.107 -5.697
O 5.160 25.389 -4.229
O 10.242 23.317 -11.082
O 8.398 22.500 0.557
O -1.950 19.666 -8.735
O 2.980 32.051 -3.905
O 5.424 24.357 -6.564
O 4.814 18.574 -12.136
O 13.242 25.418 -2.938
O 1.552 21.810 1.197
O 13.383 27.720 -1.700
O -0.001 21.718 -10.257
O 0.482 24.233 -0.041
O 4.117 20.640 -13.924
O 9.568 28.179 -8.851
O 4.236 23.108 -4.566
O 15.497 26.227 -1.934
C -0.495 34.853 -4.232
C 5.912 26.557 -4.573
C 7.135 20.349 0.031
C -2.090 19.090 -10.056
C 3.879 21.305 -15.146
C 13.764 24.289 -3.705
C 8.273 21.329 -0.263
C 9.146 26.791 -10.734
C 0.769 22.824 1.922
C 3.277 19.573 -13.660
C 10.826 24.922 -9.508
C 10.166 24.592 -10.666
C 9.769 27.035 -9.489
C 7.286 23.357 0.518
C 10.616 26.122 -8.885
C 13.817 24.110 -0.170
C 2.991 22.732 -3.961
C 1.922 31.103 -3.905
C 2.756 33.273 -3.213
C -0.548 21.741 -8.972
C 12.216 28.086 -0.990
C 9.372 25.516 -11.289
C -0.705 20.243 -8.513
C 1.736 34.331 -3.800
C 0.340 25.485 -0.698
C 3.511 19.044 -12.235
C 5.099 18.178 -10.817
C 0.033 23.003 -10.973
C 4.887 23.801 -7.806
C 0.768 24.258 1.361
C 1.775 20.536 1.793
C 6.752 17.890 -0.088
H 1.070 22.945 2.963
H -0.683 35.517 -3.389
H 0.012 25.304 -1.721
H 1.707 35.230 -3.185
H -3.049 18.920 -10.546
H 11.725 27.252 -0.488
H 8.330 21.668 -1.297
H 7.421 24.293 1.060
H 8.548 27.538 -11.236
H 0.619 23.779 -10.481
H 3.158 19.798 -11.531
H 6.321 26.392 -5.569
H -1.415 18.235 -10.095
H 7.191 16.943 -0.401
H 6.832 20.380 1.078
H 6.234 20.450 -0.575
H 9.244 20.886 -0.042
H 6.466 22.987 1.134
H 3.125 22.836 -2.884
H -0.274 22.535 2.054
H 4.598 22.122 -15.097
H 4.187 20.830 -16.078
H -0.942 23.482 -11.059
H 14.212 24.133 0.846
H 6.195 17.757 0.840
H 0.066 22.275 -8.246
H 5.188 27.367 -4.659
H -0.630 20.245 -7.425
H 2.441 33.055 -2.193
H 6.955 23.686 -0.467
H 4.301 17.551 -10.421
H -1.674 19.715 -10.846
H 14.274 24.714 -4.570
H -0.388 26.112 -0.183
H 13.024 23.562 -4.041
H -1.420 34.385 -4.571
H 0.159 24.921 1.976
H 11.543 28.549 -1.712
H 1.641 30.987 -2.858
H 3.816 23.899 -7.981
H 0.430 22.826 -11.973
H 2.216 19.816 -13.708
H 12.897 23.541 -0.305
H 3.491 18.824 -14.423
H 11.032 26.458 -7.947
H 1.230 26.109 -0.611
H 1.801 20.591 2.882
H 6.705 26.683 -3.836
H 2.827 18.235 -11.978
H 2.119 34.511 -4.804
H 2.687 20.183 1.312
H 1.119 31.475 -4.541
H 11.316 24.120 -8.976
H 14.515 23.661 -3.225
H 2.073 23.292 -4.139
H 3.720 33.772 -3.108
H 12.444 28.918 -0.323
H 2.126 30.108 -4.302
H 9.566 23.095 -11.727
H 5.322 24.404 -8.603
H 5.207 22.784 -8.030
H -0.086 35.388 -5.089
H 2.837 21.623 -15.189
H 0.976 19.859 1.489
H 8.675 25.291 -12.084
H 9.183 28.904 -9.348
H 6.029 17.627 -10.679
H 0.136 19.602 -8.778
H 1.775 24.675 1.381
H 5.990 18.014 -0.858
H 5.331 18.997 -10.136
H 2.837 21.673 -4.168
H -1.516 22.242 -8.925
H 14.600 23.761 -0.844
```

(2)
5 unconnected molecules or ions with the total composition C32H76BN4 at a distorted geometry. Source: the OMol25 dataset; level of theory: ωB97M-V with the def2-TZVPD basis set.

## Properties
Energy relative to the best compared isomer or geometry (same formula, charge and spin) (kcal/mol): 28.89
Total charge: +3
HOMO (hartree): -0.4554
Spin multiplicity: 1
Orbital gap (eV): 7.514
E_tot (eV): -41023.507

```
113
C32H76BN4, DFT ωB97M-V with the def2-TZVPD basis set
N -3.306 5.005 -2.051
N 5.366 0.051 -4.351
N -4.787 -5.166 -0.113
N 3.013 -1.670 6.173
C -5.484 -4.814 -1.475
C -2.899 3.507 -2.204
C 3.537 -0.982 -5.501
C -2.612 6.952 -0.439
C 4.628 0.026 -5.679
C -3.465 -5.956 -2.040
C 5.214 -1.392 -3.870
C 1.399 -0.402 7.490
C 4.363 -0.087 4.599
C -3.290 -5.508 -0.513
C -4.682 5.042 -1.478
C 5.168 2.474 -3.437
C 2.935 -2.285 7.583
C 1.654 -0.930 6.040
C 3.904 -1.943 -4.375
C -6.757 -2.166 1.767
C 3.023 -2.702 4.988
C 4.866 0.974 -3.208
C -4.435 -4.829 -2.466
C 2.067 -1.394 8.444
C 6.879 0.300 -4.482
C 4.149 -0.646 6.018
C -5.501 -6.422 0.457
C 5.043 1.283 4.472
C -3.520 3.018 -3.506
C 4.643 3.399 -2.322
C -6.418 -3.624 1.361
C -3.400 4.265 -4.356
C -3.211 5.482 -3.467
C -2.230 5.657 -1.098
C -4.887 -3.899 0.858
C -1.419 7.583 0.238
B 0.029 -0.915 0.462
H -4.090 -4.018 1.593
H -6.550 -6.472 0.167
H -2.630 -4.644 -0.433
H 1.686 0.642 7.615
H 0.323 -0.483 7.637
H 3.655 3.159 -1.929
H -4.853 -7.202 0.058
H 7.359 -0.539 -4.987
H 2.337 -3.194 7.514
H -4.937 6.102 -1.498
H 2.722 -0.701 8.972
H -1.645 8.637 0.395
H -1.974 5.041 -0.236
H -0.589 7.528 -0.467
H 4.369 2.139 4.508
H 3.953 -2.336 7.968
H 5.355 -0.326 -6.411
H -4.606 -3.026 0.269
H -1.810 3.496 -2.251
H -6.495 -1.454 0.984
H -7.812 -2.189 2.040
H -3.077 7.708 -1.072
H -4.072 6.148 -3.527
H -3.233 2.957 -1.324
H 7.374 0.524 -3.537
H -2.929 -6.307 0.135
H 5.146 -0.775 4.280
H 5.998 -1.956 -4.375
H -4.742 -5.065 -3.485
H 3.506 -1.588 -6.407
H -4.064 -3.810 -2.575
H 4.671 2.767 -4.361
H -4.698 4.637 -0.466
H -3.819 -6.986 -2.070
H 4.493 1.055 -6.013
H 3.587 -0.176 3.839
H -6.093 -5.654 -1.808
H -1.383 5.718 -1.781
H 5.393 3.568 -1.549
H -0.980 7.096 1.108
H 0.930 -1.468 0.247
H 1.727 -0.215 5.221
H -4.243 4.409 -5.031
H -6.159 -1.861 2.626
H 5.262 -1.436 -2.782
H 3.981 0.175 6.715
H -2.535 -5.965 -2.610
H 6.933 1.214 -5.072
H 2.725 -2.254 4.040
H -5.408 -6.307 1.537
H -4.554 2.733 -3.314
H -5.452 4.556 -2.077
H -0.604 -1.026 -0.405
H 0.799 -1.563 5.803
H 6.246 2.635 -3.461
H -2.483 4.225 -4.944
H 0.128 0.140 0.663
H -3.516 6.795 0.150
H -6.752 -4.301 2.148
H 2.547 -0.536 -5.596
H 4.991 -1.253 6.352
H 4.479 4.416 -2.676
H 5.798 1.442 3.703
H -0.491 -1.369 1.291
H 3.256 -2.037 -3.504
H 3.823 0.711 -3.036
H 2.321 -3.519 5.158
H 1.386 -1.974 9.067
H 3.901 -2.949 -4.795
H -7.086 -3.790 0.516
H 5.337 0.599 -2.300
H 5.736 1.348 5.311
H -3.100 2.123 -3.966
H -2.354 6.115 -3.700
H 3.924 -3.309 5.076
H -5.917 -3.816 -1.396
```

> Number 1 is which compound?

C32H74O20P2